59
Properties=species:S:1:pos:R:3:mulliken_spin:R:1 method="wB97M-V/def2-TZVPD" max_force_ha_per_bohr=0.0456 orbital_gap_ev="7.58 / 7.64" multiplicity=2 total_charge=-1 homo_energy_ev="-4.91 / -4.92" relative_energy_kj_mol=180.7
Co -0.133 0.730 -0.131 0.941
N 1.714 2.347 2.101 0.000
C 2.369 1.398 1.348 0.003
C 3.761 1.513 1.212 0.001
C 4.466 0.484 0.624 0.000
C 3.767 -0.630 0.163 -0.001
C 2.394 -0.638 0.279 0.002
N 1.702 0.347 0.863 -0.008
C 0.360 2.539 2.261 0.004
C -0.060 3.590 3.090 0.000
C -1.399 3.732 3.366 0.000
C -2.303 2.840 2.796 0.000
C -1.812 1.863 1.956 0.000
N -0.515 1.701 1.706 -0.002
H 2.261 3.178 2.279 0.000
H 4.262 2.402 1.572 0.000
H 5.545 0.526 0.541 0.000
H 4.280 -1.469 -0.279 0.000
H 1.800 -1.460 -0.101 0.001
H 0.670 4.278 3.489 0.000
H -1.737 4.529 4.014 0.000
H -3.359 2.923 2.992 0.000
H -2.450 1.151 1.455 0.000
C -2.771 0.072 -3.545 -0.001
C -1.490 -0.028 -2.730 0.004
O -1.578 0.133 -1.514 0.007
C -0.261 -0.294 -3.445 0.004
C -0.275 -0.893 -4.711 0.000
C 0.881 -1.115 -5.417 -0.001
C 2.104 -0.709 -4.876 0.001
C 2.158 -0.114 -3.648 0.000
C 0.989 0.098 -2.861 0.001
O 1.116 0.637 -1.718 -0.012
H -3.516 0.579 -2.940 0.000
H -3.129 -0.928 -3.779 0.000
H -2.612 0.629 -4.465 0.001
H -1.221 -1.213 -5.126 0.000
H 0.851 -1.596 -6.384 0.000
H 3.015 -0.871 -5.440 0.000
H 3.096 0.203 -3.215 0.000
O -0.012 -2.596 -0.317 0.000
C -0.664 -2.160 0.630 -0.007
O -0.911 -0.954 0.907 0.045
C -1.217 -3.156 1.639 0.009
C -1.404 -4.485 1.287 -0.001
C -1.834 -5.403 2.228 0.000
C -2.072 -4.999 3.533 0.000
C -1.887 -3.671 3.888 0.000
C -1.471 -2.751 2.943 0.002
H -1.198 -4.782 0.269 0.000
H -1.966 -6.440 1.946 0.000
H -2.403 -5.715 4.274 0.000
H -2.055 -3.350 4.908 0.000
H -1.328 -1.712 3.198 0.001
O 0.774 3.640 -0.062 0.002
Cl -0.500 3.945 -0.630 0.002
O -0.338 4.709 -1.813 0.000
O -1.265 4.686 0.322 0.000
O -1.191 2.729 -0.930 0.006